{
  "formula": "C16H25CaNO16",
  "method": "wB97M-V/def2-TZVPD",
  "largest_force_ev_per_a": 2.48,
  "homo_ev": -6.8551,
  "spin_multiplicity": 1,
  "orbital_gap_ev": 7.04,
  "energy_ev": -69686.4254,
  "relative_energy_kj_mol": 0.0,
  "elements": ["Ca", "O", "H", "N", "O", "O", "O", "C", "C", "C", "O", "C", "O", "O", "H", "H", "H", "H", "H", "H", "C", "C", "C", "O", "C", "O", "O", "H", "H", "H", "H", "H", "H", "C", "C", "C", "O", "C", "O", "O", "H", "H", "H", "H", "H", "H", "C", "C", "C", "O", "C", "O", "O", "H", "H", "H", "H", "H", "H"],
  "xyz": [[-2.16758, -1.15226, 0.41146], [-4.30628, -0.67247, 0.64711], [-5.00646, -0.03920, 0.56581], [-2.41659, -3.73976, 1.59216], [-2.81281, -4.79125, 2.07808], [-2.23800, -3.59650, 0.34367], [-2.09893, -2.72748, 2.27501], [4.32036, -1.89602, 0.28302], [3.43765, -1.89915, -0.95018], [3.04980, -3.34596, -1.34253], [1.64835, -3.39852, -1.09296], [1.21231, -2.27988, -0.55410], [0.12262, -2.07264, -0.13678], [2.18891, -1.33006, -0.59218], [5.16015, -2.59534, 0.16178], [3.88851, -2.34297, 1.18349], [4.72420, -0.91914, 0.54237], [3.88699, -1.40867, -1.81187], [3.56801, -4.05804, -0.70663], [3.24110, -3.52056, -2.39786], [0.42205, -0.87383, -5.89263], [-0.91776, -0.72324, -5.21852], [-1.81372, -1.95754, -5.25979], [-2.49909, -1.87781, -4.02435], [-1.74919, -1.20741, -3.15041], [-1.94646, -1.19258, -1.98754], [-0.72162, -0.60283, -3.79158], [0.75554, -1.91211, -6.03120], [1.24468, -0.41081, -5.35097], [0.42946, -0.57678, -6.94429], [-1.39127, 0.15814, -5.65301], [-1.23011, -2.88079, -5.22401], [-2.50861, -1.95448, -6.09517], [0.34398, 2.68851, 5.43745], [0.78241, 1.37773, 4.83895], [0.03686, 0.12007, 5.37730], [-0.22507, -0.61087, 4.20985], [-0.18539, 0.19172, 3.12836], [-0.55937, -0.17517, 2.05678], [0.29502, 1.38915, 3.47574], [-0.63224, 2.98751, 5.06643], [1.02654, 3.48521, 5.12161], [0.45028, 2.67809, 6.52292], [1.84251, 1.17194, 4.98553], [-0.83361, 0.35356, 5.99425], [0.70510, -0.43823, 6.03406], [-0.90263, 4.46610, 1.53704], [-1.17961, 4.26618, 0.05127], [0.06119, 3.85963, -0.79971], [-0.10748, 2.47607, -0.90313], [-1.29784, 2.08037, -0.48343], [-1.69947, 0.95986, -0.42212], [-2.07185, 3.17868, -0.24502], [-0.50123, 5.46943, 1.65710], [-0.28948, 3.63948, 1.89701], [-1.85566, 4.42678, 2.06678], [-1.67671, 5.14036, -0.36653], [0.99103, 4.22097, -0.36183], [0.00650, 4.39479, -1.75204]],
  "forces_ev_per_angstrom": [[-1.1798, -0.7627, 0.5285], [1.3159, -0.3219, -0.0527], [-0.3173, 0.2563, -0.0439], [0.5439, -0.0646, -0.5828], [0.2079, 0.7135, -0.1135], [-0.5816, -0.4542, -0.0754], [-0.3026, -0.1374, 0.7129], [1.1487, -0.5565, 0.2448], [0.0240, -1.0986, 0.8972], [0.0653, 0.7026, -0.0223], [0.1441, -1.3066, -0.2157], [0.2421, 1.3752, -0.0745], [-0.0381, -0.0244, -0.0233], [-0.3960, 0.4250, -0.1218], [0.1840, 0.4200, -0.4996], [-0.7928, 0.3387, -0.2465], [-0.1039, 0.0488, -0.0834], [-0.1201, 0.4317, 0.2115], [-0.1076, -0.2629, -0.1247], [-0.1075, -0.3081, 0.0059], [0.9392, -1.1497, -0.8366], [0.6521, -0.6033, -0.1501], [0.2942, 0.1874, -0.2366], [-0.8539, -0.1775, -0.0309], [0.2434, -0.2305, -0.7119], [0.0442, 0.1151, 0.4662], [-0.1171, 0.5087, 0.0191], [-0.3601, -0.1416, 0.6356], [-0.2535, 0.4503, -0.0321], [-0.2318, 0.7011, 0.2324], [-0.3559, 0.1353, 0.5756], [0.0684, 0.0583, -0.3339], [-0.1184, -0.1043, 0.1299], [1.1195, 0.6156, 0.0002], [-1.8630, -0.6020, 0.6929], [1.1228, 0.8073, 0.8430], [-0.4233, -0.4144, -0.1566], [-0.3989, -1.0878, 0.7587], [0.3175, 0.9216, -0.0799], [1.0302, 0.3210, -0.7059], [-0.2611, -0.2853, 0.3972], [-0.0045, -0.0913, -0.1219], [-0.4592, -0.1147, 0.0332], [0.2013, 0.3464, -0.8949], [-0.4086, 0.0044, -0.5758], [-0.0198, -0.2386, -0.2116], [-0.8930, -0.5844, -0.6918], [0.1418, 0.5088, -0.6487], [-1.2436, 2.1124, 0.4073], [1.7669, -1.0149, -0.2326], [-1.6857, 0.6316, -0.2349], [0.7101, 0.8797, -0.1160], [0.5219, -0.6438, 0.8851], [0.4489, -0.1729, 0.2502], [0.3031, 0.3209, 0.2517], [0.0192, 0.0361, 0.0521], [0.1342, 0.0956, 0.0547], [0.1513, -0.8447, 0.3510], [-0.1075, -0.6696, -0.3544]]
}

=====

{
  "formula": "C37H29ClGeO7PSW",
  "method": "wB97M-V/def2-TZVPD",
  "largest_force_ev_per_a": 0.47,
  "homo_ev": [-4.2753, -3.6040],
  "spin_multiplicity": 3,
  "orbital_gap_ev": [6.77, 6.09],
  "energy_ev": -144152.0650,
  "total_charge": -1,
  "relative_energy_kj_mol": 992.9,
  "elements": ["W", "O", "Cl", "O", "O", "O", "O", "S", "O", "O", "C", "C", "C", "C", "C", "C", "P", "C", "C", "C", "C", "C", "C", "C", "C", "C", "C", "C", "C", "H", "H", "H", "H", "H", "H", "H", "H", "H", "H", "H", "H", "H", "H", "C", "Ge", "C", "C", "C", "C", "C", "C", "C", "C", "C", "C", "C", "C", "C", "C", "C", "C", "C", "C", "H", "H", "H", "H", "H", "H", "H", "H", "H", "H", "H", "H", "H", "H", "H"],
  "xyz": [[-1.21435, 0.15267, -1.40547], [-0.97379, -0.27077, -4.93609], [-2.12662, -0.09908, -4.12298], [-3.31194, -0.01690, -4.89186], [-2.20699, -1.17561, -3.10620], [-1.96503, 1.12696, -3.27434], [-2.88689, -0.14755, 2.51735], [-2.47121, 0.82043, 1.18628], [-3.39979, 0.28440, 0.15984], [-0.97579, -1.12675, 0.23915], [0.29002, 0.75008, 1.34620], [0.64914, 0.50889, 2.66882], [1.75431, 1.14962, 3.20805], [2.49636, 2.03858, 2.43848], [2.14509, 2.28105, 1.11891], [1.04782, 1.62688, 0.57043], [0.45867, 1.73468, -1.15505], [1.96788, 1.53449, -2.18092], [1.91307, 1.91377, -3.52323], [2.98951, 1.68700, -4.36416], [4.14042, 1.08182, -3.87244], [4.19925, 0.69294, -2.54324], [3.11465, 0.91003, -1.70259], [0.18607, 3.55376, -1.37433], [-1.12017, 4.02307, -1.30062], [-1.39186, 5.38142, -1.39381], [-0.35374, 6.28555, -1.56280], [0.95517, 5.82695, -1.64641], [1.22148, 4.46917, -1.55726], [0.07097, -0.18597, 3.26306], [2.03651, 0.95816, 4.23586], [3.35471, 2.54041, 2.86823], [2.73011, 2.96754, 0.51883], [1.01559, 2.38230, -3.91222], [2.93036, 1.97739, -5.40572], [4.98425, 0.90543, -4.52815], [5.08357, 0.20108, -2.15698], [3.16062, 0.57378, -0.67402], [-1.92223, 3.30318, -1.17079], [-2.41504, 5.73202, -1.33888], [-0.56193, 7.34590, -1.63743], [1.76794, 6.52903, -1.78793], [2.24252, 4.11661, -1.64871], [-0.91319, 0.17375, 0.68248], [-0.34405, -2.75141, 1.32687], [1.22792, -3.11941, 0.11443], [2.25588, -3.90885, 0.63594], [3.35669, -4.27963, -0.12537], [3.45948, -3.85971, -1.44444], [2.45838, -3.06343, -1.98347], [1.36572, -2.69577, -1.20794], [-2.60156, 0.31442, 3.77542], [-2.80891, 1.63377, 4.16568], [-2.51728, 2.01385, 5.46704], [-2.03376, 1.09000, 6.38331], [-1.84153, -0.22660, 5.98617], [-2.11683, -0.61782, 4.68556], [-1.68260, -3.90523, 0.37989], [-2.52154, -4.71407, 1.14449], [-3.49430, -5.51554, 0.55643], [-3.65916, -5.50182, -0.82016], [-2.84347, -4.69239, -1.60141], [-1.86181, -3.91444, -1.00476], [2.19763, -4.24544, 1.66855], [4.13494, -4.89729, 0.30918], [4.31394, -4.14845, -2.04577], [2.52607, -2.72077, -3.00932], [0.60807, -2.05875, -1.66043], [-3.19334, 2.35040, 3.45255], [-2.67536, 3.04245, 5.76645], [-1.80900, 1.39307, 7.39773], [-1.46348, -0.95636, 6.69147], [-1.95236, -1.63357, 4.34740], [-2.42067, -4.71180, 2.22622], [-4.13188, -6.13913, 1.17301], [-4.42475, -6.11278, -1.28395], [-2.97348, -4.66424, -2.67698], [-1.22904, -3.30142, -1.63718]],
  "forces_ev_per_angstrom": [[-0.4416, -0.1580, -0.0229], [-0.0753, 0.0211, 0.0256], [0.0080, -0.0655, 0.1697], [-0.0313, -0.0006, 0.1197], [0.2586, 0.3369, -0.0801], [0.0269, -0.0860, -0.1064], [-0.1520, 0.0064, 0.0092], [0.2111, 0.0238, -0.0904], [0.0676, -0.1029, -0.1390], [0.1400, -0.0556, 0.1465], [0.0584, 0.0264, -0.0395], [-0.0054, -0.0179, 0.0023], [0.0101, 0.0053, 0.0074], [-0.0082, 0.0028, -0.0065], [-0.0193, 0.0148, 0.0307], [0.0238, 0.0150, -0.0096], [0.0336, -0.0784, -0.0258], [0.0123, 0.0298, 0.0233], [-0.0161, -0.0167, 0.0239], [0.0346, -0.0051, 0.0075], [0.0028, 0.0064, -0.0199], [-0.0144, -0.0452, 0.0099], [0.0171, -0.0648, -0.0238], [0.0089, -0.0145, -0.0157], [-0.0068, -0.0225, 0.0206], [0.0048, 0.0199, -0.0015], [-0.0016, -0.0009, 0.0001], [-0.0104, 0.0069, -0.0004], [0.0168, -0.0049, -0.0084], [0.0288, 0.0091, 0.0054], [-0.0031, -0.0009, -0.0005], [-0.0004, 0.0000, 0.0039], [-0.0045, 0.0082, -0.0089], [-0.0076, -0.0067, -0.0019], [-0.0043, 0.0016, 0.0014], [-0.0056, -0.0018, -0.0015], [0.0004, 0.0058, -0.0067], [0.0002, -0.0079, -0.0199], [-0.0056, 0.0049, -0.0040], [0.0002, -0.0021, -0.0006], [-0.0033, -0.0014, -0.0006], [0.0015, -0.0027, 0.0003], [-0.0014, 0.0091, 0.0081], [-0.1173, 0.0969, 0.0609], [0.0159, 0.0483, -0.0173], [0.0058, -0.0007, -0.0002], [-0.0497, 0.0160, 0.0471], [0.0204, -0.0294, -0.0375], [0.0133, -0.0196, 0.0112], [0.0074, 0.0763, 0.0271], [-0.0085, 0.0439, -0.0671], [0.0177, -0.0092, 0.0310], [-0.0214, -0.0276, -0.0878], [0.0198, -0.0182, 0.0435], [-0.0064, 0.0431, -0.0083], [0.0030, -0.0271, -0.0150], [-0.0098, -0.0308, 0.0492], [-0.0150, -0.0066, -0.0276], [0.0043, 0.0050, -0.0220], [-0.0078, -0.0025, 0.0029], [-0.0186, -0.0127, -0.0022], [0.0156, 0.0120, 0.0007], [-0.0262, -0.0152, -0.0040], [-0.0030, 0.0136, -0.0016], [-0.0027, 0.0033, 0.0042], [-0.0085, 0.0083, 0.0033], [0.0125, 0.0184, -0.0124], [0.0261, 0.0107, 0.0356], [0.0035, 0.0149, 0.0165], [0.0010, 0.0015, -0.0020], [-0.0021, 0.0046, -0.0011], [-0.0004, -0.0018, -0.0030], [0.0101, 0.0175, -0.0196], [0.0008, -0.0020, 0.0031], [-0.0002, 0.0018, 0.0019], [0.0011, 0.0007, 0.0013], [-0.0009, -0.0047, 0.0000], [-0.0281, -0.0194, 0.0084]]
}

=====

{
  "formula": "C2H4I3N2",
  "method": "wB97M-V/def2-TZVPD",
  "largest_force_ev_per_a": 6.21,
  "homo_ev": -13.4064,
  "spin_multiplicity": 1,
  "orbital_gap_ev": 8.03,
  "energy_ev": -29412.0297,
  "total_charge": 1,
  "relative_energy_kj_mol": 26.2,
  "elements": ["C", "C", "N", "N", "I", "I", "I", "H", "H", "H", "H"],
  "xyz": [[-0.35201, 0.68974, -0.05895], [-0.03353, -1.80285, -0.25711], [0.17334, 1.85636, 0.33930], [0.31884, -0.48480, 0.17787], [-2.20241, 0.93117, -1.10647], [2.11864, 1.89925, 0.97495], [-0.66401, 3.69766, 0.24766], [-0.89904, -1.93651, -0.86659], [-0.13439, -2.41945, 0.68596], [0.65032, -2.17957, -0.92267], [1.02426, -0.25099, 0.78605]],
  "forces_ev_per_angstrom": [[0.1896, -0.5634, -0.2068], [-0.9305, -1.0415, 2.7299], [0.2457, -1.1517, -0.1776], [-4.3370, 3.5956, -2.6134], [0.8486, -1.0267, 0.4307], [0.3388, 0.2162, 0.2395], [-0.1573, 0.4608, 0.0732], [-1.2722, 0.9069, 0.1619], [0.1501, 0.2968, -1.3639], [2.4456, -0.9775, -1.0182], [2.4786, -0.7155, 1.7447]]
}